Entry 1:
C2HClO4 as an isolated structure, computed with ωB97M-V/def2-TZVPD.

```
8
Properties=species:S:1:pos:R:3:forces:R:3
C -1.320 0.318 -0.425 5.1322 -1.8946 0.4443
C 0.418 -0.404 -0.056 -3.1709 0.9470 -0.4955
O -1.997 0.706 -1.260 -1.7257 0.5543 -1.5313
O -1.307 0.509 0.883 -0.5542 0.2072 1.3978
O -0.073 -0.124 1.225 -0.5194 -0.8904 1.5408
O 1.330 0.506 -0.344 3.2996 0.8893 -0.1760
Cl 0.807 -2.139 -0.317 -0.0486 1.0706 0.2565
H 2.142 0.628 0.293 -2.4131 -0.8835 -1.4366
```
Forces are in eV/Å.

total charge = 0
multiplicity = 1
gap between HOMO and LUMO = 10.6606 eV
LUMO = 0.0130 hartree

Charges per atom according to natural (NBO) partitioning, unit e: number 1, C, carries 0.79; number 2, C, carries 0.38; number 3, O, carries -0.47; number 4, O, carries -0.22; number 5, O, carries -0.25; number 6, O, carries -0.70; number 7, Cl, carries -0.03; number 8, H, carries 0.51

Entry 2:
One molecule with the formula C2HClS, computed with ωB97M-V/def2-TZVPD.

```
5
Properties=species:S:1:pos:R:3:forces:R:3
C 1.874 -0.241 0.343 -2.5769 -2.8713 1.6155
S 0.799 -1.454 0.060 -0.1701 0.4331 0.3340
C 0.261 -2.226 -1.717 0.8038 0.7821 0.3718
Cl -1.247 -2.930 -1.467 0.4090 0.2689 0.3382
H 2.421 0.203 -0.387 1.5342 1.3872 -2.6595
```
Forces are in eV/Å.

total charge = 0
multiplicity = 1
gap between HOMO and LUMO (alpha / beta) = 6.6936 / 6.7097 eV
LUMO (alpha / beta) = -0.0671 / -0.0666 hartree

Charges per atom according to natural (NBO) partitioning, unit e: number 1, C, carries -0.37; number 2, S, carries 0.29; number 3, C, carries -0.15; number 4, Cl, carries 0.08; number 5, H, carries 0.15

Entry 3:
C2HCuFO2 as an isolated structure, computed with ωB97M-V/def2-TZVPD.

```
7
Properties=species:S:1:pos:R:3:forces:R:3
C 1.265 -0.390 0.486 0.2934 0.3514 -1.1422
H 1.424 -1.005 1.399 -0.0842 0.5737 -0.3228
F 1.674 -1.246 -0.577 -0.3434 1.0108 0.9468
Cu 0.953 1.856 -0.002 0.3592 -2.2168 0.5578
O -1.558 -0.940 -1.341 0.5826 0.1426 1.3077
C -1.297 -0.009 -0.695 -0.7072 0.4666 -1.8645
O -1.213 1.100 -0.313 -0.1004 -0.3283 0.5172
```
Forces are in eV/Å.

<S²> = 0.76
total charge = 0
multiplicity = 2
gap between HOMO and LUMO (alpha / beta) = 6.0781 / 7.6544 eV
LUMO (alpha / beta) = -0.0402 / -0.0413 hartree

Charges per atom according to natural (NBO) partitioning, unit e: number 1, C, carries -0.36; number 2, H, carries 0.11; number 3, F, carries -0.42; number 4, Cu, carries 0.70; number 5, O, carries -0.47; number 6, C, carries 1.06; number 7, O, carries -0.61

Entry 4:
C2HCuLi2O2 as an isolated structure, computed with ωB97M-V/def2-TZVPD.

```
8
Properties=species:S:1:pos:R:3:forces:R:3
O 1.339 0.716 -1.635 -0.7242 0.5269 0.0546
C 0.299 0.532 -0.798 0.5103 -0.1236 0.1298
C 0.388 0.883 0.523 0.6284 0.1220 0.3960
Cu 1.893 2.357 -0.552 -0.6141 -1.2983 0.4692
Li 1.061 1.053 2.615 -0.8867 0.0320 -1.4094
H -0.671 0.185 -1.240 0.4160 -0.0007 0.2322
Li -0.581 -1.120 0.962 0.2976 0.6050 -0.4231
O -0.507 0.542 1.533 0.3726 0.1366 0.5507
```
Forces are in eV/Å.

total charge = 0
multiplicity = 1
gap between HOMO and LUMO = 4.8411 eV
LUMO = -0.0265 hartree

Charges per atom according to natural (NBO) partitioning, unit e: number 1, O, carries -0.92; number 2, C, carries -0.10; number 3, C, carries -0.39; number 4, Cu, carries 0.65; number 5, Li, carries 0.86; number 6, H, carries 0.13; number 7, Li, carries 0.89; number 8, O, carries -1.13

Entry 5:
C2HEuO3 as an isolated structure, computed with ωB97M-V/def2-TZVPD.

```
7
Properties=species:S:1:pos:R:3:forces:R:3
O 2.190 2.794 1.599 -1.0135 -0.5797 -1.2933
H 2.559 2.371 2.398 0.2987 -0.0385 0.5627
O -0.253 -0.415 0.380 -1.6555 -2.5962 -0.5399
O 0.045 0.626 -0.503 -0.5719 0.1567 -1.4784
C 1.472 2.049 0.892 1.3067 1.1793 1.0156
C 0.825 1.466 0.015 0.2795 0.1769 0.7219
Eu -1.597 -2.325 -0.722 1.3561 1.7015 1.0114
```
Forces are in eV/Å.

<S²> = 15.93
total charge = +3
multiplicity = 8
gap between HOMO and LUMO (alpha / beta) = 4.3009 / 5.1933 eV
LUMO (alpha / beta) = -0.6599 / -0.6505 hartree

Charges per atom according to natural (NBO) partitioning, unit e: number 1, O, carries -0.43; number 2, H, carries 0.59; number 3, O, carries -0.46; number 4, O, carries -0.14; number 5, C, carries 0.55; number 6, C, carries 0.37; number 7, Eu, carries 2.52

Entry 6:
C2HF2NO3S as an isolated structure, computed with ωB97M-V/def2-TZVPD.

```
10
Properties=species:S:1:pos:R:3:forces:R:3
C -0.784 0.121 -0.864 -0.4843 -0.8299 1.3840
C -0.897 0.416 0.684 3.9395 -0.9328 -1.6292
N 0.483 -0.373 -0.964 -0.5392 0.3097 -1.2064
O -1.650 0.164 -1.676 -0.3963 0.5832 -0.5760
O 1.278 -1.624 1.133 0.0328 -0.6699 0.3847
O 2.119 0.664 0.598 0.5239 0.1484 0.5958
F -0.999 1.693 0.986 -0.5704 -0.6870 0.6230
F -1.524 -0.471 1.383 -1.5171 0.4157 0.8477
S 1.088 -0.321 0.618 -1.5320 2.2102 -1.0000
H 0.886 -0.270 -1.897 0.5431 -0.5475 0.5764
```
Forces are in eV/Å.

total charge = 0
multiplicity = 1
gap between HOMO and LUMO = 10.7050 eV
LUMO = 0.0039 hartree

Charges per atom according to natural (NBO) partitioning, unit e: number 1, C, carries 0.59; number 2, C, carries 0.56; number 3, N, carries -0.86; number 4, O, carries -0.51; number 5, O, carries -0.87; number 6, O, carries -0.90; number 7, F, carries -0.27; number 8, F, carries -0.27; number 9, S, carries 2.09; number 10, H, carries 0.44

Entry 7:
One molecule with the formula C2HF2NS, computed with ωB97M-V/def2-TZVPD.

```
7
Properties=species:S:1:pos:R:3:forces:R:3
N -1.945 2.258 0.074 -0.1066 0.9091 0.2020
C -1.820 1.128 0.145 0.6538 -2.6260 -0.8812
C -1.615 -0.422 -0.002 0.1289 2.5494 0.0196
F -2.598 -0.969 0.689 -0.2826 -0.7668 1.3846
F -1.871 -0.780 -1.256 0.8403 0.1483 -0.7556
S -0.013 -0.976 0.739 -0.2885 -0.5144 0.3231
H 1.010 -0.609 -0.077 -0.9453 0.3004 -0.2926
```
Forces are in eV/Å.

total charge = 0
multiplicity = 1
gap between HOMO and LUMO = 11.1732 eV
LUMO = 0.0129 hartree

Charges per atom according to natural (NBO) partitioning, unit e: number 1, N, carries -0.26; number 2, C, carries 0.17; number 3, C, carries 0.55; number 4, F, carries -0.30; number 5, F, carries -0.30; number 6, S, carries -0.03; number 7, H, carries 0.17

Entry 8:
An isolated ion of composition C2HF3N and charge +1, computed with ωB97M-V/def2-TZVPD.

```
7
Properties=species:S:1:pos:R:3:forces:R:3
F 0.442 1.699 0.362 1.2663 1.7278 0.2601
C -0.173 0.650 0.132 -2.9360 0.1175 -0.1289
N -1.433 0.686 -0.011 -1.4908 -1.1125 -0.1481
C -2.577 0.080 -0.053 0.6122 1.8672 1.1789
F -3.268 -0.002 -1.110 0.2655 -0.3713 0.2142
F -3.218 -0.179 1.042 0.7034 -0.2212 -1.2507
H 0.340 -0.238 0.065 1.5794 -2.0074 -0.1255
```
Forces are in eV/Å.

total charge = +1
multiplicity = 1
gap between HOMO and LUMO = 13.0933 eV
LUMO = -0.2217 hartree

Charges per atom according to natural (NBO) partitioning, unit e: number 1, F, carries -0.18; number 2, C, carries 0.71; number 3, N, carries -0.50; number 4, C, carries 1.13; number 5, F, carries -0.18; number 6, F, carries -0.19; number 7, H, carries 0.21

Entry 9:
One molecule with the formula C2HF3O2, computed with ωB97M-V/def2-TZVPD.

```
8
Properties=species:S:1:pos:R:3:forces:R:3
O 0.043 -0.506 0.311 0.7572 -1.1692 -0.8388
O -0.612 0.503 0.955 -4.7521 1.8261 -0.8542
C -2.222 0.710 0.276 4.3708 -1.1962 1.4694
F -2.495 1.953 0.019 -0.0588 -0.0912 0.0418
C -2.920 -0.390 0.073 -0.2253 -0.0206 -0.0745
F -4.130 -0.417 -0.466 0.2531 0.2268 0.1050
F -2.513 -1.598 0.379 0.0333 0.3031 0.0439
H 0.724 -0.065 -0.228 -0.3782 0.1212 0.1075
```
Forces are in eV/Å.

total charge = 0
multiplicity = 1
gap between HOMO and LUMO = 10.8725 eV
LUMO = 0.0241 hartree

Charges per atom according to natural (NBO) partitioning, unit e: number 1, O, carries -0.42; number 2, O, carries -0.27; number 3, C, carries 0.45; number 4, F, carries -0.26; number 5, C, carries 0.61; number 6, F, carries -0.29; number 7, F, carries -0.27; number 8, H, carries 0.46

Entry 10:
A 2-piece molecular cluster, C2HF3S2 overall, computed with ωB97M-V/def2-TZVPD.

```
8
Properties=species:S:1:pos:R:3:forces:R:3
C -0.919 0.651 -0.775 1.2224 0.3292 -2.5163
C -1.248 -0.834 -2.882 -0.5466 2.3848 -0.1734
F -2.539 -0.447 -2.926 -0.2004 0.4090 -0.0195
F -0.631 -0.151 -3.933 -0.4357 -1.5915 1.2534
F -1.311 -2.140 -3.015 1.0538 -0.6479 -0.5586
S -0.347 1.986 -1.343 -0.6143 -0.5461 0.7131
S -1.335 -0.752 -0.084 -0.0927 -0.9510 -1.4222
H -1.470 -0.238 1.072 -0.3865 0.6134 2.7233
```
Forces are in eV/Å.

total charge = 0
multiplicity = 1
gap between HOMO and LUMO (alpha / beta) = 6.7685 / 8.5595 eV
LUMO (alpha / beta) = -0.0328 / -0.0230 hartree

Charges per atom according to natural (NBO) partitioning, unit e: number 1, C, carries -0.47; number 2, C, carries 0.85; number 3, F, carries -0.37; number 4, F, carries -0.36; number 5, F, carries -0.33; number 6, S, carries 0.29; number 7, S, carries 0.32; number 8, H, carries 0.06

Entry 11:
C2HF4P as an isolated structure, computed with ωB97M-V/def2-TZVPD.

```
8
Properties=species:S:1:pos:R:3:forces:R:3
C -0.835 0.975 0.030 -2.9204 4.8579 -0.3135
C 0.698 -0.897 0.041 -0.9612 -2.0808 -2.8872
F -2.299 1.783 -0.015 4.0251 -1.7700 0.1284
F 1.254 -0.460 1.085 1.1760 1.2932 3.4645
F 1.348 -0.364 -0.989 0.3474 1.0911 -1.2764
F 1.014 -2.207 -0.073 -0.6041 -0.7517 0.4208
P -1.200 -0.587 -0.114 0.7892 -1.0688 0.3120
H 0.021 1.756 0.035 -1.8520 -1.5709 0.1514
```
Forces are in eV/Å.

total charge = 0
multiplicity = 1
gap between HOMO and LUMO = 10.2005 eV
LUMO = -0.0310 hartree

Charges per atom according to natural (NBO) partitioning, unit e: number 1, C, carries -0.26; number 2, C, carries 0.75; number 3, F, carries -0.45; number 4, F, carries -0.30; number 5, F, carries -0.34; number 6, F, carries -0.34; number 7, P, carries 0.68; number 8, H, carries 0.26

Entry 12:
C2HFGdO2 as an isolated structure, computed with ωB97M-V/def2-TZVPD.

```
7
Properties=species:S:1:pos:R:3:forces:R:3
C 0.252 0.218 0.272 -2.3991 -0.0678 0.4079
C 0.967 0.497 -0.986 -0.2638 1.0702 -0.8148
O 0.949 1.382 -1.751 0.0349 -1.0873 0.8970
Gd -1.919 -1.762 0.517 1.0009 2.1036 -0.2208
F 0.340 -1.316 0.475 -0.6768 0.4350 -0.1395
H 0.727 0.617 1.180 -0.2704 -0.0211 -0.2626
O -1.316 0.363 0.293 2.5743 -2.4326 0.1328
```
Forces are in eV/Å.

<S²> = 20.41
total charge = +2
multiplicity = 9
gap between HOMO and LUMO (alpha / beta) = 5.5755 / 7.5039 eV
LUMO (alpha / beta) = -0.4218 / -0.5164 hartree

Charges per atom according to Mulliken partitioning, unit e: number 1, C, carries 0.52; number 2, C, carries 0.06; number 3, O, carries -0.15; number 4, Gd, carries 2.10; number 5, F, carries -0.33; number 6, H, carries 0.30; number 7, O, carries -0.51

| no. | largest force on an atom (eV Å⁻¹) |
| --- | --- |
| 1 | 5.49 |
| 2 | 4.18 |
| 3 | 2.31 |
| 4 | 1.67 |
| 5 | 3.13 |
| 6 | 4.36 |
| 7 | 2.85 |
| 8 | 2.94 |
| 9 | 5.16 |
| 10 | 2.82 |
| 11 | 5.68 |
| 12 | 3.54 |